# 1
DFT (ωB97M-V/def2-TZVPD) results for 2 unconnected molecules or ions with the total composition C2H11N2O.

Output
Energy in eV: -7272.1939
E_LUMO in eV: -3.44
Max |F| in eV/A: 5.378
Charge: +1
HOMO energy in Ha: -0.531

Last column: natural (NBO) charge in e.
CARTESIAN COORDINATES (ANGSTROEM)
H 0.4344 -0.8067 0.4416  0.49
H 0.5670 -0.4931 -1.2111  0.43
C -0.2393 1.6272 0.3166  0.04
O -1.1474 0.5176 0.8160  -0.79
N 1.1235 1.2645 0.2166  -0.90
H -0.8764 1.9176 -0.6103  0.18
H -2.0317 0.8180 0.7111  0.49
N 0.7140 -1.1700 -0.4796  -0.68
H -0.6037 -2.8448 0.1168  0.24
H -1.4301 -1.6785 -0.8805  0.25
H -0.4250 2.5532 1.0596  0.20
C -0.4386 -2.1633 -0.6880  -0.44
H 1.6688 -1.5546 -0.4921  0.45
H -0.1245 -2.8074 -1.6020  0.23
H 1.4623 1.4327 -0.8131  0.38
H 1.7437 1.8784 0.8217  0.42

Atoms 1-6, force components in eV/Å:
H 0.842 0.865 -0.402
H 0.428 0.493 0.172
C -4.494 2.721 1.147
O 3.249 -0.117 -0.058
N 1.871 1.862 -1.847
H 2.133 -0.190 0.821

***

# 2
DFT (ωB97M-V/def2-TZVPD) results for 3 unconnected molecules or ions with the total composition C2H11N2O2.

Output
Energy in eV: -9321.2838
E_LUMO in eV: -3.75
Max |F| in eV/A: 3.048
Charge: +1
HOMO energy in Ha: -0.530

Last column: natural (NBO) charge in e.
CARTESIAN COORDINATES (ANGSTROEM)
H 0.1666 0.4963 0.3974  0.46
H 0.6989 -0.4596 -1.6022  0.44
C -0.4393 1.1394 -1.3611  0.37
H 1.1642 -3.6896 1.5920  0.49
H 0.3850 0.5123 -3.0770  0.44
O 0.5417 -3.0304 1.2512  -0.97
H 1.3705 -1.4927 0.6037  0.52
H 2.5269 -0.4846 0.8252  0.50
O 1.6512 -0.5740 0.4367  -1.00
C -1.5785 1.7971 0.6761  -0.42
H -2.4215 1.1603 0.9625  0.22
N 0.3199 0.3481 -2.0873  -0.70
H -0.3982 2.1952 -1.6665  0.23
N -0.6103 0.9798 -0.0644  -0.54
H -1.9617 2.5624 0.0090  0.22
H -1.1157 2.0084 1.6375  0.23
H -0.2996 -3.4683 1.4672  0.50

Atoms 1-6, force components in eV/Å:
H -0.435 -0.735 0.320
H 0.143 -0.226 -0.645
C 2.477 1.497 0.957
H 0.199 0.274 -0.155
H 0.451 -0.120 -0.018
O -0.201 -0.842 0.375

***

# 3
DFT (ωB97M-V/def2-TZVPD) results for 3 unconnected molecules or ions with the total composition C2H11N2O2.

Output
Energy in eV: -9317.7256
E_LUMO in eV: -3.87
Max |F| in eV/A: 5.770
Charge: +1
HOMO energy in Ha: -0.455

Last column: natural (NBO) charge in e.
CARTESIAN COORDINATES (ANGSTROEM)
H -1.2862 -0.8268 -1.6388  0.20
H -1.8683 1.0989 2.9315  0.49
H -2.0897 2.3970 2.0320  0.52
N 0.4245 -1.8339 -2.1619  -0.87
H 0.3988 -2.7350 -2.6028  0.42
H 2.2173 2.3574 0.2149  0.48
H 0.7113 0.4299 0.5754  0.46
O -1.9896 1.4132 1.9820  -0.96
H 0.5561 -0.5893 1.6664  0.42
N 0.0298 -0.2047 0.9096  -0.72
C -0.2095 -1.2824 -0.0163  -0.11
H 2.0983 1.9311 -1.2349  0.50
H -0.1548 -2.2100 0.5072  0.20
H 0.7134 -1.1505 -2.8413  0.40
H -0.7426 0.3879 1.4205  0.46
O 1.5647 2.0472 -0.4002  -0.96
C -0.3736 -1.2302 -1.3434  0.06

Atoms 1-6, force components in eV/Å:
H -0.995 2.779 -1.298
H -0.611 0.913 -1.567
H 0.164 -1.179 -0.031
N 3.278 -2.843 -3.803
H -0.485 -0.470 0.205
H 0.537 0.475 0.598

***

# 4
DFT (ωB97M-V/def2-TZVPD) results for 3 unconnected molecules or ions with the total composition C2H11N2O2.

Output
Energy in eV: -9321.4810
E_LUMO in eV: -3.51
Max |F| in eV/A: 2.238
Charge: +1
HOMO energy in Ha: -0.540

Last column: natural (NBO) charge in e.
CARTESIAN COORDINATES (ANGSTROEM)
H 1.9508 -2.4556 0.0567  0.22
H -1.9098 -0.2123 -1.0589  0.46
H -0.4334 0.1893 -1.8002  0.41
C -0.1644 -0.9094 -0.2114  0.42
N 1.1296 -0.6046 -0.1561  -0.57
H 2.9660 -1.1965 0.7369  0.24
N -0.9171 -0.4143 -1.1623  -0.69
H -0.6738 -1.5294 0.5173  0.21
H 1.5466 -1.7182 1.6412  0.22
H 1.2315 0.4059 -0.2431  0.46
C 1.9472 -1.5453 0.6465  -0.42
H 2.2154 2.5788 -0.2184  0.50
O 1.3921 2.1921 0.0981  -0.97
H -4.3696 0.3336 0.4952  0.51
H 1.1500 2.7778 0.8278  0.50
O -3.5719 0.5903 0.0305  -0.99
H -3.4893 1.5180 -0.1997  0.49

Atoms 1-6, force components in eV/Å:
H 0.203 -0.258 0.296
H -0.169 -0.547 0.321
H 0.086 0.236 -0.547
C -0.171 0.466 -0.364
N -1.650 -1.201 0.919
H 0.103 0.202 -0.057

***

# 5
DFT (ωB97M-V/def2-TZVPD) results for 3 unconnected molecules or ions with the total composition C2H11N2O2.

Output
Energy in eV: -9320.9195
E_LUMO in eV: -3.42
Max |F| in eV/A: 3.429
Charge: +1
HOMO energy in Ha: -0.541

Last column: natural (NBO) charge in e.
CARTESIAN COORDINATES (ANGSTROEM)
H -1.6996 -2.1645 -1.8639  0.44
H 1.6264 1.5482 -0.7484  0.52
H -1.7781 -2.5049 0.6412  0.23
H 0.3474 2.3397 -0.2230  0.50
H -0.5014 0.0133 0.1695  0.46
O 0.7744 1.4442 -0.3474  -1.01
H 3.2589 2.9435 -2.3844  0.50
N -1.0719 -1.6457 -1.2832  -0.76
N -0.9164 -0.6555 0.8317  -0.51
O 3.1629 2.3564 -1.6280  -0.98
H -0.6384 0.2164 2.8277  0.27
C -1.2528 -1.6462 0.0395  0.40
H 3.7690 1.6034 -1.6846  0.49
C -1.2173 -0.6434 2.2416  -0.45
H -0.3931 -1.0084 -1.7305  0.44
H -1.1302 -1.5840 2.7299  0.23
H -2.3398 -0.6124 2.4124  0.23

Atoms 1-6, force components in eV/Å:
H 0.095 -0.462 -0.223
H 0.993 0.796 -0.599
H 0.773 1.305 -1.992
H 1.164 -1.443 -0.411
H 0.554 1.530 1.823
O -2.442 0.600 0.913

***

# 6
DFT (ωB97M-V/def2-TZVPD) results for 3 unconnected molecules or ions with the total composition C2H11N2O2.

Output
Energy in eV: -9320.6901
E_LUMO in eV: -3.24
Max |F| in eV/A: 1.255
Charge: +1
HOMO energy in Ha: -0.454

Last column: natural (NBO) charge in e.
CARTESIAN COORDINATES (ANGSTROEM)
H -1.1083 -1.2061 0.0001  0.43
H 0.4650 2.1534 -0.3190  0.23
H -1.1914 0.3267 -3.3655  0.49
H 0.5295 -0.3474 1.4995  0.19
H 0.8371 2.4844 2.1795  0.44
H -1.6527 -3.3241 1.5755  0.49
N 1.5251 2.0496 1.5714  -0.67
C 0.2219 0.2315 0.6259  0.08
C 0.7987 1.4303 0.4101  -0.27
N -0.4685 -0.4706 -0.2741  -0.79
O -0.3807 -0.0890 -3.0394  -0.95
H -0.4395 -0.2764 -1.2770  0.43
H -1.3820 -3.4317 0.0784  0.48
O -1.8710 -2.9124 0.7275  -0.95
H 2.1788 2.7712 1.2686  0.44
H 2.0819 1.3482 2.0505  0.44
H -0.1438 -0.7376 -3.7121  0.50

Atoms 1-6, force components in eV/Å:
H 0.357 -0.115 0.431
H 0.265 -0.093 -0.089
H 0.191 -0.075 -0.003
H -0.487 0.281 0.358
H 0.183 0.066 0.503
H -0.156 0.096 -0.168

***

# 7
DFT (ωB97M-V/def2-TZVPD) results for 3 unconnected molecules or ions with the total composition C2H11N2S2.

Output
Energy in eV: -26890.3847
E_LUMO in eV: -9.81
Max |F| in eV/A: 2.245
Charge: +1
HOMO energy in Ha: -0.495

Last column: natural (NBO) charge in e.
CARTESIAN COORDINATES (ANGSTROEM)
H -1.8437 2.0829 1.9913  0.17
C -0.0799 -0.8634 -1.5301  -0.23
H -0.1567 -2.8361 -1.2116  0.39
H 1.9037 -0.0889 -2.0906  0.23
H -0.8636 -0.5560 -0.7880  0.18
C 1.0060 0.2142 -1.5321  -0.24
H 0.2475 -0.7497 3.2640  0.17
N 0.5458 -2.1161 -1.1663  -0.66
H -0.5565 0.4692 1.4483  0.08
H -0.4854 -0.9508 -2.5509  0.24
N 0.4619 1.4557 -2.0547  -0.68
H 1.1521 2.1632 -2.3124  0.39
S 0.6188 -0.9370 1.9643  0.09
H 0.8278 -2.0425 -0.1647  0.35
H 1.4162 0.3299 -0.5144  0.19
S -1.5018 1.4870 0.8600  -0.04
H -0.1231 1.8974 -1.3388  0.36

Atoms 1-6, force components in eV/Å:
H 0.020 -0.012 0.701
C 0.267 -0.109 -0.251
H 0.096 -0.760 -0.302
H -0.561 -0.049 -0.275
H 0.189 -0.158 -0.768
C 0.774 1.016 -0.453

***

# 8
DFT (ωB97M-V/def2-TZVPD) results for 2 unconnected molecules or ions with the total composition C2H11N2Si.

Output
Energy in eV: -13102.5736
E_LUMO in eV: -3.63
Max |F| in eV/A: 3.723
Charge: +1
HOMO energy in Ha: -0.535

Last column: natural (NBO) charge in e.
CARTESIAN COORDINATES (ANGSTROEM)
H -1.7210 -0.1894 -0.6867  0.38
H 1.3477 -1.3884 -0.8966  0.42
H 1.7999 0.3042 0.6521  0.24
Si -0.7437 1.7222 -1.2522  1.02
N -1.2719 0.4653 -0.1451  -1.18
H 1.8578 -1.0220 1.7240  0.28
H 0.6846 0.5172 2.0100  0.26
C 1.1935 -0.1873 1.3847  -0.69
C 0.1889 -1.0003 0.6479  0.34
H -0.0551 -2.4718 -0.5734  0.43
H -1.6482 2.8868 -1.3371  -0.11
H -0.7160 -1.3851 1.1488  0.22
H 0.5470 2.0713 -0.5258  -0.19
H -1.8787 0.5943 0.6401  0.41
H -0.1856 0.7857 -2.4274  -0.14
N 0.6008 -1.7026 -0.3633  -0.71

Atoms 1-6, force components in eV/Å:
H -1.414 -2.160 -1.475
H 1.579 0.022 -1.365
H 0.384 0.720 -0.378
Si 2.590 -0.557 0.122
N 0.730 0.672 1.044
H -0.512 1.074 0.984

***

# 9
DFT (ωB97M-V/def2-TZVPD) results for 2 unconnected molecules or ions with the total composition C2H11N3.

Output
Energy in eV: -6713.9307
E_LUMO (spin up / spin down) in eV: -3.12 / -7.96
Max |F| in eV/A: 1.579
Charge: +1
Multiplicity: 2
⟨S²⟩: 0.757
HOMO energy (spin up / spin down) in Ha: -0.530 / -0.526

Last column: Mulliken spin population.
CARTESIAN COORDINATES (ANGSTROEM)
H 0.1053 2.3273 0.8866  -0.02
H -1.3678 -1.3758 -2.5091  0.00
H 1.2116 0.4410 -0.4888  0.01
H -1.3787 0.3956 -0.8636  0.00
H -2.5023 -0.6678 -0.6095  0.00
N 1.1006 2.1534 0.7472  0.22
H 1.5004 2.5138 1.6211  -0.01
H -1.1299 -2.5127 -1.1190  0.00
N 0.5143 -0.1066 1.3615  0.81
H -0.1752 -0.7349 0.9044  -0.01
N -1.4959 -0.5653 -0.5236  0.01
H 0.6901 -0.2218 2.3577  -0.04
H 2.3629 0.4843 0.8293  0.04
H 0.1464 -1.3578 -1.6261  0.00
C -0.9334 -1.5198 -1.5132  0.00
C 1.3515 0.7472 0.5451  -0.03

Atoms 1-6, force components in eV/Å:
H -0.059 0.050 -0.581
H 0.009 -0.297 0.175
H -0.102 0.242 -0.038
H 0.184 -0.323 -0.007
H -0.120 -0.150 0.585
N -0.695 0.009 1.417

***

# 10
DFT (ωB97M-V/def2-TZVPD) results for 3 unconnected molecules or ions with the total composition C2H11NO2.

Output
Energy in eV: -7836.0772
E_LUMO (spin up / spin down) in eV: 4.00 / 3.85
Max |F| in eV/A: 2.635
Charge: -1
Multiplicity: 2
⟨S²⟩: 0.750
HOMO energy (spin up / spin down) in Ha: 0.036 / -0.209

Last column: Mulliken spin population.
CARTESIAN COORDINATES (ANGSTROEM)
C 0.8610 0.2080 0.2560  0.91
H 0.8430 1.1435 -0.3109  0.24
H -2.1597 -1.8267 1.0622  -0.30
H 2.9052 -0.0876 -0.5333  -0.08
N 0.1120 -0.7797 -0.5155  0.51
H -1.3294 2.0839 -0.9178  -0.19
H -1.2175 0.7632 -1.5917  -0.12
O -0.9266 1.6851 -1.7119  0.21
O -2.0220 -1.0290 1.5925  0.65
C 2.3667 -0.0831 0.4084  -0.05
H 0.4559 0.5264 1.2122  0.03
H 2.4833 -1.0065 0.9863  -0.11
H 0.6860 -1.1899 -1.2434  -0.11
H -1.9987 -0.2060 1.0650  -0.24
H -0.1779 -1.4738 0.1661  -0.40
H 2.8153 0.6746 1.0644  0.06

Atoms 1-6, force components in eV/Å:
C 1.638 1.410 -1.509
H -0.221 -0.020 -0.019
H -0.221 0.381 -0.596
H 0.007 -0.244 -0.137
N -0.192 0.160 1.171
H 0.110 0.066 -0.206

***

# 11
DFT (ωB97M-V/def2-TZVPD) results for 3 unconnected molecules or ions with the total composition C2H11NO2.

Output
Energy in eV: -7836.9519
E_LUMO in eV: 0.79
Max |F| in eV/A: 1.646
Charge: 0
HOMO energy in Ha: -0.344
SMILES: CCN.O.O

Last column: natural (NBO) charge in e.
CARTESIAN COORDINATES (ANGSTROEM)
H 1.8793 -0.5847 1.6363  0.46
H 0.9609 0.3116 0.1509  0.34
H 1.7805 1.3070 -0.6793  0.35
H 0.0472 -3.8790 -0.9033  0.47
H -0.2974 1.6113 -1.6698  0.17
H -0.2218 2.9069 -0.4188  0.19
H -0.2517 -3.8123 -2.4088  0.47
H -1.4366 1.8027 1.1319  0.21
O -0.6601 -3.7557 -1.5343  -0.94
H -1.4222 0.2745 0.5198  0.22
C -1.4511 1.3036 0.1500  -0.63
C -0.2632 1.8363 -0.6023  -0.21
H -2.3965 1.4806 -0.3515  0.22
N 0.9884 1.3136 -0.0324  -0.85
H 1.4110 -0.8924 2.9455  0.47
O 1.3333 -1.2240 2.0661  -0.93

Atoms 1-6, force components in eV/Å:
H 0.615 0.605 -0.935
H -0.918 0.156 0.116
H -0.420 0.843 -0.087
H 0.268 -0.029 0.166
H -0.318 0.203 -0.100
H -0.133 0.202 -0.507

***

# 12
DFT (ωB97M-V/def2-TZVPD) results for 3 unconnected molecules or ions with the total composition C2H11NO2.

Output
Energy in eV: -7837.2929
E_LUMO in eV: 0.64
Max |F| in eV/A: 1.075
Charge: 0
HOMO energy in Ha: -0.333
SMILES: CCN.O.O

Last column: natural (NBO) charge in e.
CARTESIAN COORDINATES (ANGSTROEM)
C 1.2171 -0.0546 -0.4698  -0.22
H 0.6945 -1.0006 -0.4138  0.19
H -2.4806 0.3929 0.1169  0.48
H 3.1590 -0.9593 0.0246  0.21
O -3.2233 0.9833 0.3382  -0.95
N 0.3433 1.0207 0.0405  -0.83
C 2.5128 -0.1357 0.3464  -0.62
H 0.9205 1.7862 0.3539  0.35
H -2.7057 -1.0373 -1.2849  0.48
H -2.0630 -2.0462 -0.3609  0.47
H -0.2290 0.6616 0.7911  0.35
H 1.4667 0.0910 -1.5171  0.18
O -1.8383 -1.3417 -0.9798  -0.94
H -3.1298 1.1648 1.2789  0.47
H 2.2553 -0.3124 1.3924  0.20
H 3.1004 0.7875 0.3435  0.20

Atoms 1-6, force components in eV/Å:
C 0.567 0.525 0.660
H -0.210 -0.122 0.017
H -0.142 0.381 0.058
H -0.026 0.127 -0.045
O 0.220 -0.348 0.021
N 0.045 -0.645 -0.859

***

# 13
DFT (ωB97M-V/def2-TZVPD) results for 3 unconnected molecules or ions with the total composition C2H11NO2S.

Output
Energy in eV: -18671.2977
E_LUMO in eV: 0.66
Max |F| in eV/A: 4.282
Charge: 0
HOMO energy in Ha: -0.330
SMILES: NCCS.O.O

Last column: natural (NBO) charge in e.
CARTESIAN COORDINATES (ANGSTROEM)
H 0.4727 0.7301 0.3247  0.15
H -2.6017 1.8993 2.8424  0.46
H 1.6881 -2.5087 -1.6054  0.34
C 0.1333 -1.4413 -1.2056  -0.22
O -2.4144 2.3066 1.9833  -0.95
H 1.4255 3.2594 0.5782  0.49
N 0.7858 -2.5861 -1.8825  -0.79
H -0.6300 -2.3695 0.7227  0.24
H -1.8362 1.6374 1.5697  0.47
H 0.5233 -3.3932 -1.4056  0.34
H 1.0350 -1.5597 0.5747  0.21
O 0.9725 3.2156 -0.2407  -0.98
H 0.8506 -0.5296 -1.3613  0.18
H 0.8047 3.9989 -0.7564  0.49
H -0.8432 -1.1247 -1.6414  0.19
C -0.0615 -1.5038 0.3226  -0.60
S -0.3044 -0.0307 1.1805  -0.03

Atoms 1-6, force components in eV/Å:
H -0.583 -0.388 0.718
H -0.053 0.278 -0.234
H 3.814 0.332 0.514
C -0.454 2.490 -0.715
O 0.236 -0.508 0.293
H 0.561 1.151 0.810

***

# 14
DFT (ωB97M-V/def2-TZVPD) results for 4 unconnected molecules or ions with the total composition C2H11NO3.

Output
Energy in eV: -9883.4250
E_LUMO in eV: 0.60
Max |F| in eV/A: 3.376
Charge: 0
HOMO energy in Ha: -0.371
SMILES: C=NC.O.O.O

Last column: natural (NBO) charge in e.
CARTESIAN COORDINATES (ANGSTROEM)
C -0.8441 1.2881 0.6100  -0.46
H 0.0819 -0.6291 1.9238  0.14
O 1.4115 0.3939 -2.1450  -0.93
N -0.7902 -0.1565 0.1690  -0.42
H -2.8896 -0.8091 0.5728  0.48
H 0.6028 0.8179 -2.0100  0.47
H 4.3777 0.1331 -0.5511  0.47
H 2.0905 0.9902 -2.2699  0.46
H 0.0488 -1.9913 0.6106  0.19
H -0.0314 1.5741 1.2691  0.18
H -1.8141 1.5610 1.1210  0.22
H -4.2585 -1.0674 1.2271  0.47
C -0.1610 -0.9877 0.9231  -0.06
O 3.7885 -0.1687 0.1031  -0.96
H -0.7849 1.8660 -0.2987  0.20
O -3.7978 -0.6480 0.5291  -0.95
H 2.9209 0.2297 0.1255  0.48

Atoms 1-6, force components in eV/Å:
C -1.180 -1.128 0.330
H 0.707 -0.406 0.161
O -0.042 -3.369 0.200
N 0.905 -0.031 0.662
H 2.203 -0.604 0.243
H -1.804 1.186 0.285

***

# 15
DFT (ωB97M-V/def2-TZVPD) results for 4 unconnected molecules or ions with the total composition C2H11NO4.

Output
Energy in eV: -11933.5453
E_LUMO in eV: 0.71
Max |F| in eV/A: 2.746
Charge: 0
HOMO energy in Ha: -0.369
SMILES: CC(N)=O.O.O.O

Last column: natural (NBO) charge in e.
CARTESIAN COORDINATES (ANGSTROEM)
H 1.9199 0.1030 -1.6395  0.51
H -1.2863 -0.6116 2.6518  0.51
C -1.3604 1.1028 -1.0408  -0.72
O -1.6624 0.6337 1.2694  -0.66
H -1.2606 -1.9563 3.5104  0.48
H 1.2919 0.4895 0.3780  0.50
H 0.1475 -1.1164 -0.7177  0.44
H -0.1981 -1.3191 0.9413  0.44
O 2.1865 0.7525 0.0680  -0.99
H 2.6698 1.2264 0.7446  0.49
H -0.8493 0.5951 -1.8662  0.23
H -0.8633 2.0751 -1.0508  0.24
H 2.2845 -0.8313 -2.8792  0.48
C -1.0931 0.2987 0.2335  0.68
H -2.4299 1.2349 -1.1835  0.24
N -0.2344 -0.7115 0.1260  -0.86
O 1.5860 -0.4901 -2.3275  -1.00
O -0.8483 -1.4753 2.7822  -1.00

Atoms 1-6, force components in eV/Å:
H 0.648 -0.077 -0.148
H -0.128 -0.211 -0.012
C 1.090 -0.589 -0.284
O 0.404 -0.443 0.185
H 0.010 0.336 -0.227
H 0.854 0.195 0.195